1.
Here is 12 unconnected molecules or ions with the total composition C5H33NO11 from the Open Molecules 2025 dataset. Energies are from ωB97M-V/def2-TZVPD.

Geometry as ORCA input:
```
! wB97M-V def2-TZVPD RIJCOSX def2/J DEFGRID3
* xyz -1 2
C 1.15133 1.82435 -3.29591
N -0.12028 1.11382 -3.22085
C -1.15688 1.64362 -2.41168
C -1.17301 2.93766 -2.05660
C -2.31183 3.45611 -1.21970
C -1.91221 0.53089 -1.77725
H 1.85133 1.33750 -3.98703
H 1.02160 2.87780 -3.45946
H 1.70788 1.63050 -2.35769
H 0.10293 0.13538 -3.13383
H -0.41671 3.61459 -2.38738
H -3.29812 3.26762 -1.62677
H -2.19581 2.97829 -0.23456
H -2.13686 4.48812 -0.92226
H -2.02653 -0.32678 -2.45002
H -2.94655 0.80489 -1.55607
H -1.42014 0.21041 -0.85413
H 1.55936 -0.14411 0.84669
H 0.97698 -1.35438 0.22406
O 1.84040 -1.00117 0.49550
H 0.36318 -3.48813 -0.77670
H 0.81040 -2.79528 -1.97936
O -0.02205 -2.96648 -1.50808
H 0.15527 3.19488 -0.09808
H 0.45973 3.79937 1.27679
O -0.09904 3.90520 0.50463
H 0.73092 0.71640 2.86694
H -0.29358 1.52565 2.09129
O 0.61647 1.20052 2.01701
H 1.74368 -4.40463 1.18554
H 2.89903 -3.96948 0.38505
O 1.92924 -3.95006 0.34666
H -1.70480 -1.09550 3.03592
H -2.43384 -2.26439 3.29259
O -1.91522 -1.63207 3.82658
H 1.72525 2.57103 1.64932
H 3.18353 2.30201 1.74382
O 2.56241 2.79273 1.18354
H -2.46258 -2.11961 -0.32019
H -3.60443 -2.94107 0.22545
O -2.77763 -2.52943 0.49960
H 1.97777 -0.10915 4.42211
H 0.85776 -0.95900 4.67727
O 1.01414 -0.00840 4.52760
H -2.16156 -2.06372 -4.12765
H -1.56096 -2.75813 -3.04704
O -2.32296 -2.89136 -3.64546
H 2.48592 -1.84881 2.35067
H 3.88848 -1.72242 2.09273
O 3.32087 -1.94595 2.84829
*
```

Its total energy is -1092.6424 Ha. For the energy above the lowest of the compared OMol25 structures with the same formula, charge and spin, the calculation gives 0.0000 eV. As for the HOMO energy (spin up / spin down): 0.12 / -5.48 eV. For the LUMO energy (spin up / spin down), the calculation gives 2.851 / 2.521 eV.

=====

2.
Here is 2 unconnected molecules or ions with the total composition C3H8N3O from the Open Molecules 2025 dataset. Energies are from ωB97M-V/def2-TZVPD.

Geometry as ORCA input:
```
! wB97M-V def2-TZVPD RIJCOSX def2/J DEFGRID3
* xyz 1 1
C 2.67203 -0.76246 0.33108
C -4.08073 -0.47922 -0.01604
C 0.89986 0.79309 -0.12618
N 3.55447 -0.05182 -0.15893
N 1.24840 -0.41066 0.26264
N -0.30996 1.22686 -0.31056
O -2.92400 -0.27395 -0.28007
H 2.71281 -1.75056 0.67680
H -4.46912 0.13420 0.78859
H -4.65822 -1.20121 -0.53008
H 1.62441 1.59953 -0.44084
H 4.55389 -0.39448 -0.00618
H 0.76378 -1.20226 0.44921
H -0.48826 2.24360 -0.50342
H -1.09936 0.52935 -0.13602
*
```

Its total energy is -358.3308 Ha. For the energy above the lowest of the compared OMol25 structures with the same formula, charge and spin, the calculation gives 1.7862 eV. As for the HOMO energy: -14.00 eV. For the LUMO energy, the calculation gives -3.750 eV.

=====

3.
Here is 12 unconnected molecules or ions with the total composition C4H29NO13S from the Open Molecules 2025 dataset. Energies are from ωB97M-V/def2-TZVPD.

Geometry as ORCA input:
```
! wB97M-V def2-TZVPD RIJCOSX def2/J DEFGRID3
* xyz -1 2
C -1.56917 -2.90248 -0.85732
N -0.41280 -1.97712 -0.48652
C -0.28260 -0.91512 -1.47908
C 0.86913 0.03092 -1.00774
S 2.53118 -0.73401 -1.38590
C -1.56018 -0.02431 -1.44577
O -1.27896 1.22302 -1.56686
O -2.68694 -0.44650 -1.32997
H -2.26984 -2.61215 -1.60863
H -1.27197 -3.94834 -1.01871
H -2.08292 -2.96481 0.08172
H 0.35212 -2.58373 -0.48940
H -0.10541 -1.23581 -2.56534
H 0.81609 0.09421 0.05854
H 0.81311 1.03683 -1.35286
H -3.28089 1.45635 -0.81591
H -3.20750 2.67676 0.07547
O -3.84040 2.09862 -0.33240
H -3.97194 -0.88673 0.27845
H -4.52563 0.55353 0.30749
O -4.58849 -0.28987 0.70798
H 2.72604 1.23912 2.54767
H 1.39792 1.89098 2.81288
O 2.11758 1.35624 3.28398
H 1.03276 1.41488 -3.34549
H -0.41357 1.74193 -2.80876
O 0.32185 2.02926 -3.45633
H -0.79058 2.26817 -0.64388
H -0.09203 3.72655 -0.85604
O -0.50513 3.12999 -0.21240
H -0.01979 3.01088 1.21648
H -0.56403 2.19441 2.39854
O 0.22011 2.69626 2.17107
H -0.78443 0.23878 3.07862
H -1.96340 -0.09425 2.10475
O -1.71570 0.47200 2.86719
H 1.49832 -0.41111 3.29203
H 2.19029 -1.66960 3.86519
O 1.35949 -1.27836 3.63377
H 2.43949 1.96989 0.35211
H 3.24573 0.53674 0.68478
O 3.14887 1.46856 0.84610
H 2.02810 -1.81406 1.32984
H 3.07761 -1.90313 0.30622
O 2.83292 -2.31239 1.15359
H 1.42462 -3.00109 -2.13356
H 2.41655 -3.71642 -1.18384
O 1.70331 -3.90692 -1.78799
*
```

Its total energy is -1600.9148 Ha. For the energy above the lowest of the compared OMol25 structures with the same formula, charge and spin, the calculation gives 0.0000 eV. As for the HOMO energy (spin up / spin down): -7.13 / -7.09 eV. For the LUMO energy (spin up / spin down), the calculation gives 2.243 / -0.932 eV.

=====

4.
Here is 2 unconnected molecules or ions with the total composition C5H14NO2 from the Open Molecules 2025 dataset. Energies are from ωB97M-V/def2-TZVPD.

Geometry as ORCA input:
```
! wB97M-V def2-TZVPD RIJCOSX def2/J DEFGRID3
* xyz -1 1
C 1.34153 -0.82177 -0.18291
C 0.04002 -0.61899 0.58731
C 0.02727 -1.29877 1.97540
C -1.17080 -1.16781 -0.18177
N 1.78262 0.36517 -1.00725
C 0.68777 1.28707 -1.36529
O 0.35717 2.10393 -0.31634
H 2.12848 -0.87733 0.55220
H 1.39301 -1.65380 -0.87303
H -0.00791 0.42419 0.83634
H 0.84506 -1.03531 2.65913
H 0.02165 -2.40803 1.93738
H -0.90858 -0.99368 2.46094
H -2.11840 -0.74665 0.19473
H -1.14779 -1.00985 -1.24772
H -1.17758 -2.23258 -0.06916
H 2.28806 0.95229 -0.41936
H 1.01656 1.88664 -2.23423
H -0.18526 0.74788 -1.79561
H -0.94317 2.57588 -0.34356
H -2.23612 1.83524 -0.77073
O -2.03362 2.68630 -0.39646
*
```

Its total energy is -404.1337 Ha. For the energy above the lowest of the compared OMol25 structures with the same formula, charge and spin, the calculation gives 0.5683 eV. As for the HOMO energy: -3.53 eV. For the LUMO energy, the calculation gives 3.711 eV.

=====

5.
Here is 2 unconnected molecules or ions with the total composition C6H15O3S2 from the Open Molecules 2025 dataset. Energies are from ωB97M-V/def2-TZVPD.

Geometry as ORCA input:
```
! wB97M-V def2-TZVPD RIJCOSX def2/J DEFGRID3
* xyz 1 1
S 2.42744 -2.65254 0.08292
C 1.81093 -1.61671 1.54097
C 0.26084 -1.95036 1.98460
C -0.84476 -1.77662 0.77755
S -2.26004 -3.05705 0.88040
H 2.29283 -4.00800 0.52135
H 2.49501 -1.93852 2.46458
H 1.99314 -0.48450 1.25155
H 0.15621 -3.03946 2.45791
H -0.05913 -1.17427 2.83261
H -0.31005 -1.78837 -0.27272
H -1.39475 -0.72767 0.91889
H -2.29153 -3.61355 2.19052
H -3.46740 -2.37901 0.62376
C 1.99081 1.41289 -1.41696
O 1.27854 2.64497 -1.51092
C -0.07160 2.51002 -1.52085
O -0.68765 1.45760 -1.45788
O -0.61771 3.74882 -1.61284
C -2.04373 3.76139 -1.63394
H 3.06046 1.63993 -1.41725
H 1.74860 0.89724 -0.48205
H 1.77402 0.77490 -2.27983
H -2.44722 3.33971 -0.70763
H -2.42182 3.21731 -2.50549
H -2.37148 4.80185 -1.70928
*
```

Its total energy is -1259.3365 Ha. For the energy above the lowest of the compared OMol25 structures with the same formula, charge and spin, the calculation gives 2.3947 eV. As for the HOMO energy: -12.57 eV. For the LUMO energy, the calculation gives -4.212 eV.

=====

6.
Here is a single C17H23N3O6S molecule from the Open Molecules 2025 dataset. Energies are from ωB97M-V/def2-TZVPD.

Geometry as ORCA input:
```
! wB97M-V def2-TZVPD RIJCOSX def2/J DEFGRID3
* xyz 0 1
C 7.12430 -1.30854 -2.34618
C 5.67911 -1.09096 -1.92547
O 5.23254 -2.12620 -1.04512
C 5.53445 -2.00692 0.24159
O 6.12786 -1.08345 0.73326
C 5.03272 -3.19393 1.03643
S 3.50483 -3.95098 0.36434
C 2.34874 -2.66466 0.51338
C 2.62799 -1.40766 1.06617
C 1.66087 -0.43410 1.13134
C 0.35639 -0.65549 0.66867
C -0.61419 0.47832 0.76085
O -0.24015 1.63496 0.79321
N -1.91568 0.12205 0.84452
C -2.97437 1.10256 0.84619
C -3.63750 1.19501 -0.55043
N -4.63394 2.20593 -0.76087
C -5.91131 2.06572 -0.09163
C -5.98904 2.82866 1.23902
O -5.65234 4.18665 1.06290
C -4.34686 4.31952 0.54087
C -4.20820 3.59161 -0.80422
C 0.05948 -1.88474 0.11693
C 1.03818 -2.87447 0.04478
N 0.68799 -4.12263 -0.52018
O -0.44240 -4.28367 -0.93856
O 1.55699 -4.98496 -0.54820
H 7.41140 -0.54557 -3.06361
H 7.23955 -2.28820 -2.80360
H 7.77914 -1.24101 -1.48071
H 5.56958 -0.12633 -1.41938
H 5.00461 -1.14248 -2.78207
H 5.76648 -3.99761 0.94975
H 4.92510 -2.93412 2.08863
H 3.60973 -1.18323 1.44555
H 1.89261 0.53633 1.54364
H -2.17846 -0.84781 0.78360
H -2.50950 2.05617 1.10316
H -3.71100 0.83060 1.60677
H -4.10105 0.22869 -0.77941
H -2.84076 1.36651 -1.28144
H -6.12626 1.00823 0.06673
H -6.67372 2.48202 -0.76149
H -7.01008 2.81797 1.62510
H -5.31860 2.37655 1.98655
H -4.18286 5.39051 0.41023
H -3.61781 3.93409 1.26942
H -3.17560 3.64309 -1.14946
H -4.85054 4.10181 -1.53255
H -0.90845 -2.12386 -0.29901
*
```

Its total energy is -1675.4018 Ha. For the energy above the lowest of the compared OMol25 structures with the same formula, charge and spin, the calculation gives 3.9801 eV. As for the HOMO energy: -8.17 eV. For the LUMO energy, the calculation gives -0.822 eV. The SMILES is CCOC(=O)CSc1ccc(C(=O)NCCN2CCOCC2)cc1[N+](=O)[O-].

=====

7.
Here is a molecular structure, C14H23N2PSeZn from the Open Molecules 2025 dataset. Energies are from ωB97M-V/def2-TZVPD.

Geometry as ORCA input:
```
! wB97M-V def2-TZVPD RIJCOSX def2/J DEFGRID3
* xyz 0 1
C 0.15919 0.16076 -4.43417
C 0.73796 1.16682 -3.66477
C 1.07809 0.92340 -2.31243
C 0.99182 -0.38437 -1.81952
C 0.18212 -1.30115 -2.50356
C -0.16328 -1.06088 -3.85191
C 1.56744 2.07623 -1.48430
C 0.57049 3.26890 -1.32432
N -0.81482 2.94840 -1.07881
Zn 2.12389 -1.01775 -0.27804
C -0.34555 -2.54395 -1.81091
P -1.58257 -2.16912 -0.53614
H 0.95681 2.15176 -4.08933
H -0.67934 -1.84086 -4.41395
H -0.04918 0.33637 -5.49443
H 0.45166 -3.11289 -1.30496
H -0.84062 -3.21708 -2.52842
H 1.87372 1.74544 -0.48252
H 2.45670 2.52205 -1.95708
H 0.90325 3.85997 -0.45362
C -2.44672 -3.64588 -0.01266
C -2.77344 -0.98405 -1.16551
H 0.64049 3.90752 -2.22596
C -1.72992 2.82118 -2.18010
C -1.41470 3.44826 0.13101
H -0.96667 -1.57290 0.62137
H -2.16550 3.79908 -2.45618
H -1.23539 2.38811 -3.05511
H -2.55284 2.15728 -1.87677
H -1.75370 4.49365 0.01363
H -2.28930 2.83217 0.38511
H -0.68389 3.40094 0.94885
H -3.62831 -1.50947 -1.61776
H -3.13422 -0.36259 -0.33278
H -2.32179 -0.32838 -1.92020
H -3.05016 -4.04763 -0.83948
H -1.72731 -4.40715 0.31748
H -3.11062 -3.39568 0.82694
H -0.02568 -1.34870 1.14296
Se 2.00540 -0.25900 4.05818
C 1.38150 -0.74472 2.54397
N 0.97797 -1.08598 1.42138
*
```

Its total energy is -5178.6171 Ha. For the energy above the lowest of the compared OMol25 structures with the same formula, charge and spin, the calculation gives 0.0000 eV. As for the HOMO energy (spin up / spin down): -4.01 / -4.01 eV. For the LUMO energy (spin up / spin down), the calculation gives -0.334 / -0.333 eV.

=====

8.
Here is 3 unconnected molecules or ions with the total composition C2H12N2O2 from the Open Molecules 2025 dataset. Energies are from ωB97M-V/def2-TZVPD.

Geometry as ORCA input:
```
! wB97M-V def2-TZVPD RIJCOSX def2/J DEFGRID3
* xyz 0 1
N -2.47924 1.41858 0.08621
C -1.09948 1.88160 0.21812
C -0.07010 0.93757 -0.36670
N 1.23646 1.16443 0.30009
H -3.06960 2.12200 -0.33398
H -2.87790 1.17517 0.97851
H -0.96180 2.84526 -0.25781
H -0.82251 2.06028 1.25336
H 0.08867 1.12109 -1.43056
H -0.36852 -0.11242 -0.29347
H 1.95253 0.57639 -0.11150
H 1.11392 0.96638 1.28673
O 0.12113 -3.45816 -0.73996
H -0.81022 -3.52832 -0.97712
H 0.18060 -2.61718 -0.26195
O 2.36936 -1.92017 0.36500
H 2.82018 -2.62898 0.83481
H 2.67651 -2.00352 -0.54980
*
```

Its total energy is -343.3674 Ha. For the energy above the lowest of the compared OMol25 structures with the same formula, charge and spin, the calculation gives 0.7005 eV. As for the HOMO energy: -8.99 eV. For the LUMO energy, the calculation gives 0.737 eV. The SMILES is NCCN.O.O.